Density functional theory data (the ωB97M-V functional and the def2-TZVPD basis) for 2 unconnected molecules or ions with the total composition C6H6N3.

- Total charge: +1
- E_HOMO (spin up / spin down): -15.71 / -14.53 eV
- ΔE to the lowest compared entry with this formula, charge and spin: 6.156 eV
- HOMO-LUMO gap (spin up / spin down): 0.344 / 0.273 Ha
- E_LUMO (spin up / spin down): -0.233 / -0.261 Eh
- F_max: 0.0930 hartree/bohr

Geometry as XYZ:
```
15
Properties=species:S:1:pos:R:3:forces:R:3:nbo_charge:R:1
C -3.104074 0.143057 -1.023465 3.552 -0.678 0.288 0.21
C 2.154410 0.398777 -0.375207 1.563 -0.245 4.511 -0.27
C 1.745430 0.420052 -1.631879 -3.381 -0.312 -0.784 0.15
C 1.251092 0.084986 0.684122 -1.154 -0.525 -3.517 0.20
C -0.328435 -0.047113 -0.854694 -3.332 -0.698 0.087 0.63
C -1.003944 -0.675969 1.471406 -2.083 0.938 -0.271 -0.45
N -4.188246 0.458136 -1.181182 -2.058 0.547 -0.229 -0.37
N 0.389068 0.236814 -1.790478 1.383 0.506 -1.526 -0.37
N -0.052135 -0.271630 0.415892 2.622 0.179 0.825 -0.33
H 3.201028 0.554722 -0.035200 -0.828 0.033 -0.592 0.29
H 2.262936 0.594304 -2.508281 1.359 0.309 -1.447 0.26
H 1.522944 0.050059 1.667211 0.854 -0.122 2.475 0.24
H -0.637589 -1.318216 2.311318 -0.015 0.114 -1.457 0.27
H -1.202544 0.296709 1.898971 -0.417 0.186 0.661 0.24
H -2.009940 -0.924686 0.951466 1.934 -0.233 0.976 0.29
```
Forces are in eV/Å.